Below is a molecular structure, C17H17N6O3PtS, with properties calculated with the ωB97M-V functional and the def2-TZVPD basis.

Computed properties:
Energy above the lowest of the compared OMol25 structures with the same formula, charge and spin   8.5 kJ/mol
LUMO   1.603 eV
E_tot   -1729.862782 Ha
Gap between HOMO and LUMO   6.408 eV
HOMO energy   -0.1766 Eh
Net charge   -1
2S+1   1

CARTESIAN COORDINATES (ANGSTROEM)
Pt -2.487 -0.759 0.243
N -2.145 2.367 0.018
C -1.892 2.457 1.459
C -2.812 1.560 2.294
O -3.357 2.079 3.278
N -2.975 0.278 1.936
C -4.036 -0.440 2.627
C -4.885 -1.229 1.637
O -5.959 -1.698 1.963
O -4.381 -1.349 0.432
H -3.136 2.457 -0.175
H -1.669 3.111 -0.476
H -0.849 2.187 1.635
H -2.043 3.457 1.874
H -3.638 -1.152 3.360
H -4.679 0.248 3.173
S -2.145 -1.862 -1.772
C -0.739 -0.922 -2.156
N -0.333 -0.725 -3.356
N 0.875 0.016 -3.469
C 2.104 -0.644 -3.328
C 3.251 0.001 -3.804
C 4.500 -0.572 -3.654
C 4.641 -1.804 -3.026
C 3.504 -2.448 -2.561
C 2.245 -1.884 -2.706
N 0.055 -0.461 -1.061
N -0.561 -0.348 0.014
C 0.301 0.018 1.106
C 0.010 -0.459 2.372
C 0.835 -0.107 3.430
C 1.923 0.727 3.220
C 2.201 1.201 1.942
C 1.394 0.844 0.877
H 0.831 0.507 -4.349
H 3.150 0.968 -4.286
H 5.371 -0.049 -4.030
H 5.619 -2.252 -2.904
H 3.590 -3.412 -2.074
H 1.374 -2.411 -2.346
H -0.852 -1.094 2.517
H 0.614 -0.475 4.423
H 2.553 1.015 4.051
H 3.046 1.858 1.777
H 1.585 1.201 -0.126